Entry from the Open Molecules 2025 dataset: a structure of composition C18H19NO2Pd (ωB97M-V with the def2-TZVPD basis set).

The geometry in XYZ format:
```
41
Properties=species:S:1:pos:R:3
C 1.74925 -1.60532 -2.50681
C 0.98136 1.62966 -1.99620
C 0.33010 -1.44280 -1.98026
H 1.79495 -2.30501 -3.34920
C -0.32384 1.50176 -1.69353
H 1.62535 2.17607 -1.31299
H -0.08180 -2.43832 -1.69991
H -0.72819 1.98108 -0.80951
C -0.69756 -0.74493 -2.89760
H -1.54125 -1.46318 -3.00106
H -0.29965 -0.62171 -3.92439
C 2.53078 -0.29928 -2.78645
H 3.21828 -0.48930 -3.63264
H 3.14359 -0.09907 -1.88880
C 1.70056 0.98151 -3.12175
H 1.03171 0.79453 -3.97135
H 2.46699 1.71576 -3.43338
C -1.28001 0.60669 -2.39623
H -1.69898 1.12661 -3.28228
H -2.12581 0.36518 -1.72693
Pd 0.98920 -1.24150 -0.06506
H 2.26498 -2.12610 -1.63726
O 3.29754 1.55813 2.21854
C 2.44277 0.90631 1.61169
O 2.52812 0.36115 0.44150
C 1.13002 0.74581 2.32742
C 0.88254 1.25277 3.63019
C -0.32399 0.98867 4.22964
C -1.31514 0.26592 3.53270
C -2.54335 -0.13104 4.11349
C -3.46605 -0.86296 3.38315
C -3.21372 -1.20978 2.04211
C -2.00531 -0.85745 1.44467
C -1.01573 -0.18126 2.18352
N 0.24575 -0.02359 1.70260
H 1.68296 1.79809 4.11351
H -0.53364 1.30866 5.25162
H -2.72378 0.14171 5.15766
H -4.40278 -1.17390 3.85292
H -3.95115 -1.76696 1.46530
H -1.76505 -1.12268 0.41138
```

For the frontier orbital gap (alpha / beta), the calculation gives 7.28 / 7.67 eV. Its spin multiplicity is 3. For the molecular weight, the calculation gives 387.77 g mol⁻¹.

Atom charges from the Mulliken analysis, given in e for atoms 1 to 6: -0.934 -0.068 -0.386 0.398 -0.577 0.248